Entry 1:
Density functional theory data (ωB97M-V/def2-TZVPD) for a 4-piece molecular cluster, C3H16NO4 overall.

Cartesian coordinates (Å):
C -0.7582 -0.9156 0.9409
O -1.2272 -1.9918 0.2250
C 0.5319 -0.4123 0.1278
C 1.9028 -0.7369 0.7195
N 0.4844 -0.7205 -1.3882
H -1.3667 -0.0235 1.1870
H -0.3892 -1.1077 1.9931
H -1.9608 -2.2797 0.7021
H 0.3752 0.6570 0.2791
H 1.8614 -0.9409 1.8160
H 2.7966 -0.0166 0.6636
H 2.3263 -1.7564 0.6885
H 0.9283 -1.6801 -1.5319
H -0.5373 -0.7324 -1.7132
H 0.9593 -0.0086 -1.9674
H 2.3621 3.5286 0.9311
H 2.3839 2.2640 1.4711
O 2.1723 2.6624 0.6015
H -4.4459 -1.3322 -0.0606
H -4.1852 -0.6290 1.3318
O -3.7894 -0.9364 0.4875
H -0.8448 2.4169 -2.1046
H 0.3338 2.4858 -3.1505
O 0.0866 2.2058 -2.2492

Summary:
Multiplicity = 1
HOMO-LUMO gap = 11.13 eV
HOMO = -0.5153 Ha
Charge = +1
Energy above the lowest of the compared OMol25 structures with the same formula, charge and spin = 2.0055 eV

Entry 2:
Density functional theory data (ωB97M-V/def2-TZVPD) for one molecule with the formula C4H7NO.

Cartesian coordinates (Å):
C -1.2157 0.1895 0.0268
C 0.0503 -0.1738 0.0964
C 0.7008 -0.8524 1.2934
C 1.0116 0.2233 -1.0099
N -1.7547 1.0442 -1.3575
O -2.9342 1.2201 -1.3147
H -1.9094 0.2297 0.9201
H 0.0408 -1.0524 2.1336
H 1.0378 -1.7599 1.0502
H 1.3293 -0.0978 1.6312
H 1.8792 0.6316 -0.4400
H 0.4855 1.0652 -1.4733
H 1.2786 -0.6673 -1.5562

Summary:
Multiplicity = 1
HOMO-LUMO gap = 8.80 eV
HOMO = -0.3227 Ha
Energy above the lowest of the compared OMol25 structures with the same formula, charge and spin = 4.6735 eV

Entry 3:
Density functional theory data (ωB97M-V/def2-TZVPD) for a 10-piece molecular cluster, C42H52O22 overall.

Cartesian coordinates (Å):
C 2.3656 3.9607 3.7935
C 3.0706 5.2887 3.7075
C 2.4426 6.3087 2.9315
O 3.0766 7.5067 3.0315
C 1.4976 6.0537 1.9225
C 0.7766 4.6197 2.0175
C 1.2056 3.6227 2.9875
O 0.7816 2.4707 3.1335
O -0.1164 4.2107 1.0265
O 4.1486 5.5827 4.3875
H 2.6676 3.0047 4.3805
H 1.3316 6.6977 1.1085
H -0.2434 5.0517 0.5725
H 4.3376 6.5697 4.2045
C 0.0756 0.8877 0.0735
C -1.1254 1.0997 -0.8435
C -1.9264 -0.0363 -1.3145
O -2.8934 0.0157 -1.9905
C -1.4884 -1.3713 -0.9165
C -0.2664 -1.5853 -0.0155
C 0.5966 -0.4393 0.3695
O 1.5556 -0.6183 1.1485
O 0.1646 -2.8603 0.3865
O -1.4694 2.3077 -1.3225
H 0.5426 1.6537 0.3395
H -1.8854 -2.3213 -1.1115
H -0.3774 -3.4983 0.0685
H -2.2154 2.3667 -1.9475
C -5.0294 -6.5163 0.2155
C -3.7014 -5.8843 -0.1455
C -2.5624 -5.8853 0.7585
O -1.5894 -5.2603 0.5075
C -2.8334 -6.4923 2.0485
C -4.1304 -7.0963 2.3735
C -5.2434 -7.1343 1.4525
O -6.3054 -7.6413 1.7235
O -4.1884 -7.9013 3.5365
O -3.5154 -5.5433 -1.4485
H -5.8404 -6.7293 -0.5505
H -1.8314 -6.5843 2.5795
H -3.4584 -7.7263 4.2535
H -2.8144 -5.1433 -1.8305
C 7.6746 -1.7543 1.4875
C 7.6216 -0.2613 1.0885
C 6.3926 0.5117 0.8955
O 6.5216 1.6657 0.6485
C 5.1446 -0.1893 1.0405
C 5.1836 -1.7163 1.2865
C 6.4566 -2.4713 1.7785
O 6.3516 -3.5733 2.1035
O 3.9826 -2.4873 1.3165
O 8.7586 0.3967 0.8455
H 8.7606 -2.2363 1.3885
H 4.2716 0.3247 0.9045
H 3.2566 -2.0783 0.8745
H 8.5326 1.2627 0.5445
C 2.1166 3.8397 -1.8655
C 2.9626 2.7907 -1.2865
O 3.2836 1.7657 -1.7835
C 3.0946 2.8997 0.1705
H 2.1226 4.6947 -1.3675
H 0.9236 3.4817 -1.9645
H 2.6016 4.0667 -2.6875
H 4.0206 3.0227 0.7725
H 2.6646 2.2437 1.0515
H 2.6426 3.6937 0.6625
C 1.8216 -6.2193 0.6075
C 1.6196 -7.6353 0.6635
O 2.4866 -8.3763 1.0535
C 0.2076 -8.2553 0.2185
H 1.3116 -5.5173 1.2705
H 1.5636 -5.5903 -0.3985
H 2.9146 -6.1763 0.5165
H -0.4124 -8.0073 1.1795
H 0.3866 -9.4133 0.3405
H 0.1056 -7.9283 -0.7735
C -3.7634 4.9947 -4.5505
C -3.9884 3.6387 -4.0125
O -3.0814 2.9127 -3.6785
C -5.4364 3.3227 -3.8285
H -2.6154 5.0487 -4.7825
H -4.1414 5.7007 -3.9535
H -4.2284 4.9827 -5.4475
H -5.7224 3.0757 -4.8225
H -6.0414 4.0617 -3.3505
H -5.7654 2.4737 -3.5015
C -1.6524 7.6717 -2.0995
C -1.6174 6.4107 -1.3825
O -0.5234 6.0077 -0.9495
C -2.8994 5.8257 -1.0395
H -2.4634 7.7177 -2.8815
H -0.6154 7.9487 -2.6425
H -1.6864 8.3937 -1.3785
H -2.8634 5.9337 0.0185
H -2.8294 4.5927 -1.0525
H -3.9194 6.0717 -1.5135
C 0.6056 -3.1583 -3.1775
C 0.0616 -4.4373 -2.7755
O -0.9764 -4.5363 -2.0415
C 0.9036 -5.6273 -3.2685
H 1.1056 -2.9183 -3.9855
H 1.2786 -2.7423 -2.5005
H -0.2034 -2.4103 -3.1745
H 0.3046 -6.4933 -3.0025
H 1.9836 -5.5753 -2.7195
H 1.2016 -5.6373 -4.3425
C -3.1914 2.6937 2.1405
C -3.6694 1.6497 3.1005
O -4.6954 1.7247 3.6965
C -2.8534 0.2657 3.1745
H -2.9604 2.3947 1.0255
H -2.0734 3.0577 2.4025
H -3.7964 3.6347 2.2425
H -2.3284 -0.2453 2.2095
H -3.4804 -0.4523 3.5915
H -2.3004 0.2437 4.0705

Summary:
Multiplicity = 1
HOMO-LUMO gap = 5.85 eV
HOMO = -0.3096 Ha
Energy above the lowest of the compared OMol25 structures with the same formula, charge and spin = 0.2525 eV

no.,DFT total energy (Ha),maximum force (eV/Å)
1,-479.3262,3.52
2,-286.4599,4.68
3,-3286.1344,11.61